## 1
The following is a quantum chemistry calculation of C4H7ClN2O in the gas phase, from the Open Molecules 2025 dataset.

Geometry (Å):
C (1.303, 0.034, 0.233)
C (0.456, -1.087, -0.408)
C (-0.971, -1.015, 0.098)
C (0.682, 1.420, -0.053)
H (1.150, -0.140, 1.311)
H (0.886, -2.044, -0.120)
H (0.472, -1.030, -1.509)
H (-1.040, -1.174, 1.178)
H (-1.665, -1.791, -0.354)
H (-2.334, 0.548, 0.332)
H (-1.135, 2.293, -0.231)
N (-1.549, 0.298, -0.242)
N (-0.672, 1.401, -0.004)
O (1.362, 2.429, -0.162)
Cl (3.054, -0.140, -0.069)

## Properties
Structure (SMILES): O=C1NNCC[C@H]1Cl
Multiplicity: 1
HOMO-LUMO gap (eV): 9.45
LUMO energy (eV): 0.65
Molecular weight (u): 134.57
HOMO energy (eV): -8.80

Here are the Mulliken charges for atoms 1 to 8, given in e:
1 C 0.131
2 C -0.713
3 C -0.466
4 C 0.282
5 H 0.256
6 H 0.317
7 H 0.315
8 H 0.327

***

## 2
The following is a quantum chemistry calculation of a 2-piece molecular cluster, C4H7ClN2O overall, from the Open Molecules 2025 dataset.

Geometry (Å):
C (0.743, 0.398, 1.671)
C (-0.078, 0.781, 0.395)
C (-0.291, 0.070, -0.691)
C (0.246, -1.243, -0.808)
H (0.329, -0.319, 2.470)
H (1.694, 0.258, 1.156)
H (0.873, 1.289, 2.390)
H (-0.815, 2.396, -0.447)
H (-0.170, 2.522, 1.243)
H (-0.048, -3.024, -1.831)
H (-1.607, -2.026, -2.183)
N (-0.660, 1.924, 0.585)
N (-0.148, -2.014, -2.028)
O (1.031, -1.827, -0.073)
Cl (-1.100, 0.815, -1.848)

## Properties
Multiplicity: 1
HOMO-LUMO gap (eV): 9.02
LUMO energy (eV): 0.42
Molecular weight (u): 134.57
HOMO energy (eV): -8.60

Here are the Mulliken charges for atoms 1 to 8, given in e:
1 C -1.097
2 C 0.124
3 C 0.479
4 C 0.582
5 H 0.250
6 H 0.305
7 H 0.366
8 H 0.252

***

Most stable to least stable: 1, 2